The following is a quantum chemistry calculation of the molecule C13H18Cl2N2O3S at a distorted geometry, from OMol25.

Last column: natural (NBO) charge in e.
Element x y z (Å)
C (-0.322, -2.369, 1.405)  -0.610
C (0.314, -1.677, 2.605)  -0.395
C (-0.409, -0.373, 2.967)  -0.058
C (0.104, 0.206, 4.281)  -0.607
N (-0.229, 0.606, 1.911)  -0.637
C (-1.204, 0.984, 1.075)  0.666
O (-2.341, 0.557, 1.095)  -0.636
C (-0.736, 2.023, 0.039)  -0.314
N (0.168, 1.468, -0.949)  -0.696
C (-0.321, 0.791, -2.062)  0.235
C (-1.596, 0.220, -2.067)  -0.273
C (-2.050, -0.456, -3.183)  -0.190
C (-1.250, -0.591, -4.307)  -0.092
Cl (-1.825, -1.454, -5.682)  0.033
C (0.018, -0.017, -4.308)  -0.036
Cl (1.034, -0.152, -5.691)  0.038
C (0.477, 0.674, -3.200)  -0.311
S (1.816, 1.488, -0.628)  2.323
C (2.286, -0.256, -0.671)  -0.868
O (1.958, 1.958, 0.722)  -0.963
O (2.532, 2.189, -1.645)  -0.920
H (-1.336, -2.678, 1.645)  0.216
H (0.249, -3.251, 1.123)  0.210
H (-0.376, -1.701, 0.547)  0.199
H (0.279, -2.345, 3.467)  0.209
H (1.365, -1.452, 2.403)  0.188
H (-1.486, -0.562, 3.030)  0.226
H (1.169, 0.414, 4.210)  0.203
H (-0.061, -0.497, 5.093)  0.215
H (-0.416, 1.132, 4.513)  0.218
H (0.680, 1.047, 1.823)  0.429
H (-1.609, 2.438, -0.469)  0.238
H (-0.198, 2.824, 0.548)  0.248
H (-2.236, 0.292, -1.203)  0.255
H (-3.035, -0.895, -3.181)  0.236
H (1.443, 1.150, -3.232)  0.263
H (2.089, -0.653, -1.658)  0.255
H (3.344, -0.302, -0.448)  0.259
H (1.711, -0.777, 0.083)  0.246

LUMO level   0.511 eV
Energy relative to the best compared isomer or geometry (same formula, charge and spin)   35.1 kJ/mol
HOMO energy   -8.78 eV
SMILES string   CC[C@@H](C)NC(=O)CN(c1ccc(Cl)c(Cl)c1)S(C)(=O)=O
Calculated total energy   -58776.5760 eV

=====

The following is a quantum chemistry calculation of a structure of composition C13H18ClN3O2S at a distorted geometry, from OMol25.

Last column: natural (NBO) charge in e.
Element x y z (Å)
C (-2.940, -2.357, 1.573)  -0.677
H (-3.526, -3.048, 0.992)  0.210
H (-3.143, -1.233, 1.335)  0.249
H (-2.869, -2.631, 2.517)  0.208
S (-1.305, -2.789, 0.652)  0.209
C (-1.710, -2.451, -0.926)  -0.627
C (-2.334, -1.129, -1.146)  -0.374
C (-1.563, 0.205, -0.745)  -0.070
N (-2.360, 1.415, -0.917)  -0.678
C (-3.332, 1.633, -0.039)  0.833
O (-3.863, 1.098, 0.816)  -0.607
N (-4.008, 3.021, -0.321)  -0.937
H (-3.646, 3.284, -1.144)  0.368
H (-4.764, 3.199, 0.263)  0.404
H (-1.909, 2.040, -1.590)  0.460
H (-1.553, -0.051, 0.580)  0.177
C (-0.108, 0.259, -1.138)  0.620
O (0.032, 1.228, -1.941)  -0.724
N (0.901, -0.297, -0.764)  -0.559
H (0.524, -1.010, 0.149)  0.401
C (2.135, -0.329, -1.185)  -0.203
C (2.967, 0.281, 0.155)  0.005
C (2.579, 0.965, 1.167)  -0.262
C (3.364, 1.371, 2.276)  -0.140
C (4.792, 1.304, 1.755)  -0.171
C (5.401, 0.504, 0.885)  -0.227
C (4.475, -0.168, -0.093)  -0.080
Cl (5.182, -0.623, -1.500)  0.087
H (6.302, 0.296, 0.907)  0.192
H (5.491, 1.458, 2.839)  0.189
H (3.025, 1.945, 2.907)  0.182
H (1.489, 0.982, 1.068)  0.217
H (2.558, -1.272, -1.400)  0.206
H (2.205, 0.230, -1.973)  0.234
H (-3.323, -1.035, -0.995)  0.220
H (-2.169, -0.656, -2.357)  0.201
H (-2.304, -3.150, -1.472)  0.229
H (-0.690, -2.492, -1.193)  0.235

LUMO level   -0.305 eV
Energy relative to the best compared isomer or geometry (same formula, charge and spin)   1284.6 kJ/mol
HOMO energy   -8.60 eV
Calculated total energy   -45684.9842 eV

=====

Q: Which of these has the lowest calculated total energy?
A: C13H18Cl2N2O3S

=====

Repeat the second record exactly.
The following is a quantum chemistry calculation of a structure of composition C13H18ClN3O2S at a distorted geometry, from OMol25.

Last column: natural (NBO) charge in e.
Element x y z (Å)
C (-2.940, -2.357, 1.573)  -0.677
H (-3.526, -3.048, 0.992)  0.210
H (-3.143, -1.233, 1.335)  0.249
H (-2.869, -2.631, 2.517)  0.208
S (-1.305, -2.789, 0.652)  0.209
C (-1.710, -2.451, -0.926)  -0.627
C (-2.334, -1.129, -1.146)  -0.374
C (-1.563, 0.205, -0.745)  -0.070
N (-2.360, 1.415, -0.917)  -0.678
C (-3.332, 1.633, -0.039)  0.833
O (-3.863, 1.098, 0.816)  -0.607
N (-4.008, 3.021, -0.321)  -0.937
H (-3.646, 3.284, -1.144)  0.368
H (-4.764, 3.199, 0.263)  0.404
H (-1.909, 2.040, -1.590)  0.460
H (-1.553, -0.051, 0.580)  0.177
C (-0.108, 0.259, -1.138)  0.620
O (0.032, 1.228, -1.941)  -0.724
N (0.901, -0.297, -0.764)  -0.559
H (0.524, -1.010, 0.149)  0.401
C (2.135, -0.329, -1.185)  -0.203
C (2.967, 0.281, 0.155)  0.005
C (2.579, 0.965, 1.167)  -0.262
C (3.364, 1.371, 2.276)  -0.140
C (4.792, 1.304, 1.755)  -0.171
C (5.401, 0.504, 0.885)  -0.227
C (4.475, -0.168, -0.093)  -0.080
Cl (5.182, -0.623, -1.500)  0.087
H (6.302, 0.296, 0.907)  0.192
H (5.491, 1.458, 2.839)  0.189
H (3.025, 1.945, 2.907)  0.182
H (1.489, 0.982, 1.068)  0.217
H (2.558, -1.272, -1.400)  0.206
H (2.205, 0.230, -1.973)  0.234
H (-3.323, -1.035, -0.995)  0.220
H (-2.169, -0.656, -2.357)  0.201
H (-2.304, -3.150, -1.472)  0.229
H (-0.690, -2.492, -1.193)  0.235

LUMO level   -0.305 eV
Energy relative to the best compared isomer or geometry (same formula, charge and spin)   1284.6 kJ/mol
HOMO energy   -8.60 eV
Calculated total energy   -45684.9842 eV

=====

Q: Which of these has the highest LUMO level?
A: C13H18Cl2N2O3S